(1)
This record from OMol25 describes the molecule C4H6OS2 in a non-equilibrium geometry. The level of theory is wB97M-V/def2-TZVPD.

As for the orbital gap: 8.40 eV. Its SMILES is C[C@H]1O[C@@H]1C(=S)S.

Element x y z (Å)
C (-1.992, -0.229, -0.309)
C (-0.724, 0.547, -0.153)
O (-0.273, 0.912, 1.112)
C (0.499, -0.031, 0.452)
C (1.903, 0.406, 0.088)
S (2.260, 2.004, -0.059)
S (3.214, -0.787, 0.089)
H (-2.818, 0.138, 0.308)
H (-1.931, -1.300, -0.018)
H (-2.368, -0.109, -1.351)
H (-0.569, 1.370, -0.883)
H (0.365, -1.050, 0.820)
H (2.433, -1.870, -0.096)

(2)
This record from OMol25 describes a structure of composition C4H6OS2 in a non-equilibrium geometry. The level of theory is wB97M-V/def2-TZVPD.

As for the orbital gap: 8.14 eV.

Element x y z (Å)
C (-2.031, 1.390, 0.047)
C (-1.204, 0.205, -0.196)
C (1.155, -0.849, 0.219)
C (2.588, -0.742, -0.144)
H (-2.597, 1.429, -1.157)
H (-1.381, 2.360, -0.068)
H (-2.797, 1.280, 1.135)
H (0.607, -2.056, -0.117)
H (1.124, -1.123, 1.500)
H (3.111, -1.714, -0.274)
O (2.974, 0.444, -0.385)
S (-1.892, -1.315, -0.319)
S (0.344, 0.691, -0.242)

(3)
This record from OMol25 describes a cluster of 3 separate species, C4H6OS3 in total in a non-equilibrium geometry. The level of theory is wB97M-V/def2-TZVPD.

As for the orbital gap: 6.83 eV.

Element x y z (Å)
C (1.267, 0.007, -0.479)
C (-0.089, -0.471, 0.002)
C (-0.831, 0.739, 0.386)
C (-2.344, 0.528, 0.229)
H (2.965, -0.139, -1.823)
H (1.630, 0.905, 0.188)
H (0.995, 0.346, -1.606)
H (-0.697, -0.951, -0.918)
H (1.644, -1.345, 2.328)
H (-3.014, 1.318, 0.410)
O (2.333, -0.997, -0.527)
S (-0.419, -1.445, 1.495)
S (-0.254, 2.171, 0.718)
S (-3.185, -0.666, -0.403)

(4)
This record from OMol25 describes a structure of composition C4H6PtS2Se4 in a non-equilibrium geometry. The level of theory is wB97M-V/def2-TZVPD.

As for the orbital gap (spin up / spin down): 6.16 / 5.75 eV. Its spin multiplicity is 5.

Element x y z (Å)
Pt (0.005, 0.009, 0.000)
Se (2.449, -0.169, 0.000)
Se (3.517, 1.759, 0.000)
Se (1.755, 3.517, 0.000)
Se (-0.177, 2.453, 0.000)
C (-4.162, -2.048, 0.000)
C (-2.694, -1.721, 0.000)
S (-2.314, -0.063, 0.000)
C (-1.714, -2.700, 0.000)
C (-2.025, -4.169, 0.000)
S (-0.056, -2.313, 0.000)
H (-4.748, -1.132, 0.000)
H (-4.428, -2.631, 0.884)
H (-4.428, -2.631, -0.884)
H (-3.095, -4.359, 0.000)
H (-1.584, -4.643, 0.878)
H (-1.584, -4.643, -0.878)

(5)
This record from OMol25 describes a cluster of 2 separate species, C4H6S in total in a non-equilibrium geometry. The level of theory is wB97M-V/def2-TZVPD.

As for the orbital gap: 8.38 eV. Its SMILES is C=C=C.C=S.

Element x y z (Å)
C (1.866, 0.988, 0.719)
C (1.029, 0.575, -0.210)
C (0.151, 0.168, -1.055)
H (2.779, 0.389, 1.049)
H (1.722, 1.943, 1.327)
H (0.235, 0.390, -2.153)
H (-0.822, -0.301, -0.747)
C (-3.045, 1.086, -0.350)
S (-2.863, -0.369, 0.247)
H (-2.276, 1.659, -0.777)
H (-3.992, 1.490, -0.327)

(6)
This record from OMol25 describes the molecule C4H6S2 in a non-equilibrium geometry. The level of theory is wB97M-V/def2-TZVPD.

As for the orbital gap: 8.52 eV. Its SMILES is C=CSC(C)=S.

Element x y z (Å)
C (1.220, 1.975, -1.635)
C (1.159, 1.067, -0.683)
S (-0.367, 0.633, 0.080)
C (-0.322, -1.042, 0.457)
C (-1.522, -1.391, 1.318)
S (0.834, -2.102, 0.000)
H (0.280, 2.448, -1.903)
H (2.171, 2.236, -2.097)
H (2.003, 0.515, -0.302)
H (-1.332, -1.066, 2.345)
H (-2.389, -0.808, 0.974)
H (-1.736, -2.465, 1.445)

(7)
This record from OMol25 describes the molecule C4H6S2 in a non-equilibrium geometry. The level of theory is wB97M-V/def2-TZVPD.

As for the orbital gap: 9.05 eV. Its SMILES is C1=CSCSC1.

Element x y z (Å)
C (-0.771, -0.638, 0.774)
C (-1.462, -0.223, -0.210)
S (-0.943, 0.757, -1.478)
C (0.788, 1.026, -1.176)
S (1.792, -0.354, -0.493)
C (0.648, -0.481, 0.983)
H (-1.246, -1.485, 1.464)
H (-2.511, -0.658, -0.443)
H (1.102, 1.144, -2.187)
H (0.815, 2.051, -0.603)
H (0.977, -1.425, 1.587)
H (0.811, 0.284, 1.782)

(8)
This record from OMol25 describes a cluster of 2 separate species, C4H7BF3NO in total in a non-equilibrium geometry. The level of theory is wB97M-V/def2-TZVPD.

As for the orbital gap: 10.35 eV. Its SMILES is O=CC(F)(F)F.[H]/N=B/CC.

Element x y z (Å)
O (-2.761, -2.973, -0.556)
C (-2.548, -2.213, -1.458)
C (-1.252, -2.433, -2.298)
F (-1.633, -3.077, -3.385)
F (-0.652, -1.314, -2.628)
F (-0.303, -3.261, -1.750)
H (-3.032, -1.353, -1.847)
H (-1.827, -1.722, 1.912)
N (-0.971, -1.619, 1.542)
B (-0.223, -0.879, 0.862)
C (0.953, -0.098, 0.236)
C (0.884, 1.445, 0.153)
H (1.904, -0.527, 0.703)
H (1.256, -0.363, -0.745)
H (0.785, 1.836, 1.068)
H (-0.010, 1.681, -0.558)
H (1.766, 1.881, -0.197)

(9)
This record from OMol25 describes the molecule C4H7BN2O in a non-equilibrium geometry. The level of theory is wB97M-V/def2-TZVPD.

As for the orbital gap (spin up / spin down): 8.22 / 8.22 eV.

Element x y z (Å)
B (-1.539, 1.011, 0.310)
C (1.497, 1.229, 1.427)
C (2.339, 0.298, 1.031)
C (-0.108, 0.641, 0.230)
C (0.093, -1.272, -1.223)
N (1.918, -0.584, 0.083)
N (0.640, -0.353, -0.255)
O (-2.374, 0.186, -0.294)
H (-1.748, 2.215, 0.629)
H (1.559, 2.090, 2.101)
H (3.400, 0.232, 1.279)
H (0.892, -2.052, -1.293)
H (-0.825, -1.731, -0.929)
H (-0.240, -0.808, -2.161)
H (-3.390, 0.325, -0.234)

(10)
This record from OMol25 describes a cluster of 2 separate species, C4H7BO in total in a non-equilibrium geometry. The level of theory is wB97M-V/def2-TZVPD.

As for the orbital gap: 8.21 eV. Its SMILES is C/C=B\O.C#C.

Element x y z (Å)
C (-0.476, 1.749, 1.623)
C (-0.126, 1.527, 0.087)
B (-0.673, 0.341, -0.315)
O (-1.388, -0.641, -0.713)
H (-0.387, 0.862, 2.191)
H (-1.512, 2.160, 1.876)
H (0.255, 2.525, 1.989)
H (0.394, 2.413, -0.312)
H (-0.972, -1.488, -0.731)
C (1.784, -2.151, -1.278)
C (0.711, -2.489, -1.658)
H (2.321, -1.827, -0.439)
H (0.069, -2.982, -2.321)

(11)
This record from OMol25 describes the molecule C4H7BO2 in a non-equilibrium geometry. The level of theory is wB97M-V/def2-TZVPD.

As for the orbital gap: 10.63 eV. Its SMILES is CB1O[C@H]2C[C@H]2O1.

Element x y z (Å)
C (1.454, 0.680, 1.736)
B (0.482, 0.389, 0.526)
O (0.176, 1.192, -0.542)
C (-0.990, 0.557, -1.203)
C (-0.982, -0.894, -1.575)
C (-1.457, -0.547, -0.177)
O (-0.531, -0.575, 0.825)
H (1.337, 1.733, 2.072)
H (2.544, 0.449, 1.724)
H (0.924, 0.044, 2.471)
H (-1.528, 1.359, -1.732)
H (0.001, -1.382, -1.821)
H (-1.719, -1.106, -2.331)
H (-2.529, -0.734, 0.183)

(12)
This record from OMol25 describes a structure of composition C4H7BrN in a non-equilibrium geometry. The level of theory is wB97M-V/def2-TZVPD.

As for the orbital gap: 9.56 eV. Its total charge is +1.

Element x y z (Å)
C (1.202, -0.231, -0.030)
C (2.408, -0.804, 0.155)
C (-0.629, -0.903, -0.017)
C (0.403, 1.023, -0.368)
N (-0.901, 0.483, 0.222)
Br (4.066, 0.012, -0.012)
H (2.519, -1.861, 0.376)
H (-0.707, -1.059, -1.012)
H (-0.879, -1.689, 0.706)
H (0.870, 1.972, 0.167)
H (0.289, 1.301, -1.438)
H (-1.693, 0.844, -0.326)
H (-0.888, 0.730, 1.224)

no.,electronic energy (a.u.)
1,-1027.56172
2,-1027.45694
3,-1425.45040
4,-10677.44045
5,-554.07027
6,-952.34428
7,-952.32191
8,-611.02524
9,-366.10310
10,-256.56633
11,-331.97611
12,-2785.00010